ORCA calculation (ωB97M-V/def2-TZVPD) on one molecule with the formula C4H6F2O.

Kohn-Sham gap ... 10.38 eV
E_HOMO ... -9.64 eV
Total energy ... -430.90785 Ha
LUMO energy ... 0.7 eV
Energy above the lowest of the compared OMol25 structures with the same formula, charge and spin ... 199.5 kJ/mol

Geometry as XYZ:
```
13
Properties=species:S:1:pos:R:3:nbo_charge:R:1
C 1.15 0.81 0.69 -0.635
C 0.72 -0.47 -0.05 0.086
O 1.01 -0.41 -1.38 -0.676
C -0.89 -0.77 0.25 0.294
F -1.19 -1.49 1.35 -0.324
C -1.85 -0.29 -0.51 0.112
F -3.15 -0.48 -0.23 -0.317
H 0.37 1.52 0.68 0.208
H 1.95 1.27 0.13 0.210
H 1.41 0.78 1.64 0.219
H 1.15 -1.25 0.46 0.185
H 0.84 0.52 -1.68 0.469
H -1.51 0.26 -1.37 0.168
```



ORCA calculation (ωB97M-V/def2-TZVPD) on one molecule with the formula C4H6F2S.

Kohn-Sham gap ... 9.87 eV
E_HOMO ... -9.22 eV
Total energy ... -753.89524 Ha
LUMO energy ... 0.7 eV
Energy above the lowest of the compared OMol25 structures with the same formula, charge and spin ... 39.8 kJ/mol

Geometry as XYZ:
```
13
Properties=species:S:1:pos:R:3:nbo_charge:R:1
F 1.57 -1.37 -0.45 -0.344
C 0.68 -1.28 0.58 0.054
C -0.14 -0.02 0.37 -0.197
C 0.57 1.31 0.46 0.045
F 1.64 1.36 -0.42 -0.359
C -1.55 0.04 0.99 -0.495
S -1.52 -0.04 -0.83 0.138
H 0.00 -2.13 0.59 0.176
H 1.23 -1.22 1.53 0.168
H 0.98 1.47 1.46 0.166
H -0.09 2.14 0.20 0.183
H -2.07 -0.81 1.42 0.239
H -1.83 1.04 1.40 0.226
```



ORCA calculation (ωB97M-V/def2-TZVPD) on a 2-piece molecular cluster, C4H6F6N2 overall.

Kohn-Sham gap (alpha / beta) ... 7.95 / 8.17 eV
E_HOMO (alpha / beta) ... -7.25 / -7.38 eV
Total energy ... -864.62080 Ha
LUMO energy (alpha / beta) ... 0.7 / 0.8 eV
Energy above the lowest of the compared OMol25 structures with the same formula, charge and spin ... 288.6 kJ/mol

Geometry as XYZ:
```
18
Properties=species:S:1:pos:R:3:nbo_charge:R:1
C -1.27 -0.84 -0.63 -0.126
C 1.25 0.14 0.75 -0.130
C -0.62 -0.95 -1.97 0.931
C 1.07 1.63 1.13 0.923
N -2.42 -0.07 -0.61 -0.757
N 1.43 -0.80 1.67 -0.792
F -1.27 -1.78 -2.77 -0.303
F 0.80 -1.27 -1.88 -0.361
F -0.68 0.31 -2.44 -0.333
F 1.18 2.53 0.18 -0.305
F 1.78 1.97 2.21 -0.330
F -0.25 1.89 1.58 -0.382
H -1.13 -1.52 0.12 0.189
H 1.86 0.10 -0.21 0.208
H -2.48 0.48 -1.45 0.384
H -2.68 0.37 0.17 0.383
H 1.98 -1.60 1.42 0.397
H 1.46 -0.59 2.72 0.404
```



ORCA calculation (ωB97M-V/def2-TZVPD) on C4H6F6NO5S2Sn as an isolated structure.

Charge ... +1
Kohn-Sham gap ... 4.47 eV
E_HOMO ... -13.02 eV
Total energy ... -2196.34632 Ha
LUMO energy ... -8.6 eV

Geometry as XYZ:
```
25
Properties=species:S:1:pos:R:3:nbo_charge:R:1
Sn 0.02 -2.50 -0.48 1.758
C -1.76 0.92 0.97 0.772
F -2.68 1.55 1.71 -0.267
F -0.52 1.56 1.01 -0.333
F -1.56 -0.27 1.46 -0.326
S -2.24 0.88 -0.88 2.070
O -3.34 -0.11 -0.94 -0.880
O -2.52 2.29 -1.21 -0.781
N -0.82 0.08 -1.66 -1.291
S -0.49 1.08 -2.75 2.166
O -1.61 1.44 -3.64 -0.874
O 0.27 2.22 -2.34 -0.895
C 0.66 0.09 -3.87 0.735
F 1.33 -0.76 -3.12 -0.343
F -0.05 -0.47 -4.91 -0.302
F 1.51 0.93 -4.42 -0.281
C 1.18 -1.70 3.51 -0.641
C 1.80 -0.61 2.63 -0.077
O 1.39 -0.63 1.30 -0.789
H 0.12 -1.81 3.26 0.205
H 1.25 -1.44 4.56 0.263
H 1.69 -2.64 3.33 0.214
H 2.89 -0.61 2.66 0.185
H 1.63 0.41 2.97 0.196
H 1.85 0.07 0.84 0.517
```



ORCA calculation (ωB97M-V/def2-TZVPD) on C4H6FMgO4 as an isolated structure.

Charge ... +1
Kohn-Sham gap ... 10.72 eV
E_HOMO ... -15.50 eV
Total energy ... -756.78185 Ha
LUMO energy ... -4.8 eV
Energy above the lowest of the compared OMol25 structures with the same formula, charge and spin ... 0.0 kJ/mol

Geometry as XYZ:
```
16
Properties=species:S:1:pos:R:3:nbo_charge:R:1
O 0.63 -1.09 -1.38 -0.621
C 1.18 -1.56 -0.40 0.476
C 0.59 -1.59 0.98 -0.199
O -0.82 -1.76 1.04 -0.445
C -1.65 -0.76 0.90 1.063
O -2.75 -0.99 1.53 -0.426
O -1.43 0.26 0.24 -0.859
C -3.63 0.11 1.78 -0.268
H 0.91 -0.68 1.51 0.242
F -1.62 0.97 -3.15 -0.922
H 2.24 -1.88 -0.45 0.173
H 1.01 -2.45 1.52 0.260
H -4.34 -0.25 2.53 0.235
H -3.06 0.97 2.16 0.205
H -4.15 0.38 0.85 0.213
Mg -0.81 0.71 -1.56 1.873
```



ORCA calculation (ωB97M-V/def2-TZVPD) on one molecule with the formula C4H6FN.

Kohn-Sham gap ... 10.22 eV
E_HOMO ... -9.07 eV
Total energy ... -310.56273 Ha
LUMO energy ... 1.1 eV
Energy above the lowest of the compared OMol25 structures with the same formula, charge and spin ... 144.0 kJ/mol

Geometry as XYZ:
```
12
Properties=species:S:1:pos:R:3:nbo_charge:R:1
F -2.50 -0.87 -0.07 -0.332
C -2.13 0.40 -0.04 0.231
C -0.83 0.71 -0.10 -0.292
C 0.27 -0.29 -0.18 -0.129
C 1.55 -0.23 0.63 -0.241
N 1.59 0.01 -0.78 -0.582
H -2.94 1.15 0.00 0.176
H -0.55 1.76 -0.10 0.222
H -0.10 -1.31 -0.33 0.204
H 1.99 -1.17 1.01 0.191
H 1.76 0.62 1.28 0.196
H 1.89 -0.78 -1.32 0.355
```



ORCA calculation (ωB97M-V/def2-TZVPD) on one molecule with the formula C4H6FNO.

Kohn-Sham gap ... 10.27 eV
E_HOMO ... -9.63 eV
Total energy ... -385.83013 Ha
LUMO energy ... 0.6 eV
Energy above the lowest of the compared OMol25 structures with the same formula, charge and spin ... 113.9 kJ/mol

Geometry as XYZ:
```
13
Properties=species:S:1:pos:R:3:nbo_charge:R:1
C -1.08 -0.49 -1.68 -0.521
C 0.19 -0.66 -1.23 0.435
F 1.07 -1.31 -2.00 -0.335
C 0.83 -0.32 0.11 -0.309
N 0.01 0.06 1.24 -0.590
C -0.27 1.25 1.71 0.518
O 0.05 2.28 1.11 -0.606
H -1.34 -0.51 -2.70 0.218
H -1.72 0.10 -1.08 0.210
H 1.59 0.29 -0.23 0.237
H 1.43 -1.26 0.22 0.224
H -0.01 -0.69 1.91 0.394
H -0.74 1.25 2.62 0.124
```



ORCA calculation (ωB97M-V/def2-TZVPD) on a 2-piece molecular cluster, C4H6FNO overall.

Kohn-Sham gap (alpha / beta) ... 8.80 / 8.23 eV
E_HOMO (alpha / beta) ... -8.42 / -8.46 eV
Total energy ... -385.72604 Ha
LUMO energy (alpha / beta) ... 0.4 / -0.2 eV
Energy above the lowest of the compared OMol25 structures with the same formula, charge and spin ... 387.2 kJ/mol

Geometry as XYZ:
```
13
Properties=species:S:1:pos:R:3:nbo_charge:R:1
C 2.20 -0.04 -0.16 0.171
C -1.69 -0.01 -0.77 -0.715
C 1.35 0.30 0.96 0.046
C -0.70 -1.03 -0.15 0.258
N 2.87 -0.19 -1.08 -0.312
O 0.93 1.56 1.16 -0.667
F -1.31 -1.53 0.99 -0.371
H -1.33 0.18 -1.81 0.230
H -2.75 -0.37 -0.63 0.241
H -1.65 0.90 -0.19 0.221
H 1.41 -0.14 1.97 0.222
H -0.04 -1.77 -0.66 0.178
H 0.71 2.14 0.38 0.499
```



ORCA calculation (ωB97M-V/def2-TZVPD) on one molecule with the formula C4H6FNO.

Kohn-Sham gap ... 10.56 eV
E_HOMO ... -10.03 eV
Total energy ... -385.75308 Ha
LUMO energy ... 0.5 eV
Energy above the lowest of the compared OMol25 structures with the same formula, charge and spin ... 316.2 kJ/mol

Geometry as XYZ:
```
13
Properties=species:S:1:pos:R:3:nbo_charge:R:1
O -0.74 0.20 -1.61 -0.513
C -0.79 0.10 -0.40 0.520
C -1.72 0.16 0.70 -0.061
F -3.10 -0.10 0.31 -0.363
C 0.60 0.11 0.31 -0.201
C 1.59 -0.70 -0.52 -0.267
N 1.68 0.76 -0.25 -0.567
H -1.45 1.18 1.22 0.229
H -1.54 -0.56 1.50 0.224
H 0.75 0.02 1.50 0.203
H 0.93 -1.05 -1.33 0.212
H 2.40 -1.49 -0.24 0.218
H 1.39 1.37 -1.18 0.367
```



ORCA calculation (ωB97M-V/def2-TZVPD) on one molecule with the formula C4H6FNO2.

Kohn-Sham gap ... 10.49 eV
E_HOMO ... -9.89 eV
Total energy ... -461.11288 Ha
LUMO energy ... 0.6 eV
Energy above the lowest of the compared OMol25 structures with the same formula, charge and spin ... 55.0 kJ/mol

Geometry as XYZ:
```
14
Properties=species:S:1:pos:R:3:nbo_charge:R:1
O -2.75 -0.57 -0.70 -0.502
C -1.67 -0.84 -0.28 0.545
N -0.71 0.10 0.18 -0.510
C -0.94 1.48 0.18 0.547
O -1.93 2.03 -0.21 -0.511
C 0.59 -0.40 0.63 -0.258
C 1.65 -0.28 -0.46 0.042
F 1.82 1.05 -0.78 -0.363
H -1.28 -1.86 -0.19 0.104
H -0.08 2.02 0.66 0.119
H 0.90 0.17 1.51 0.219
H 0.47 -1.45 0.95 0.223
H 2.60 -0.66 -0.12 0.175
H 1.34 -0.79 -1.38 0.171
```



ORCA calculation (ωB97M-V/def2-TZVPD) on a 2-piece molecular cluster, C4H6FNO2 overall.

Kohn-Sham gap (alpha / beta) ... 7.50 / 6.31 eV
Spin multiplicity ... 3
E_HOMO (alpha / beta) ... -6.77 / -9.50 eV
Total energy ... -460.90417 Ha
LUMO energy (alpha / beta) ... 0.7 / -3.2 eV
Energy above the lowest of the compared OMol25 structures with the same formula, charge and spin ... 0.0 kJ/mol

Geometry as XYZ:
```
14
Properties=species:S:1:pos:R:3:mulliken_spin:R:1
C -0.72 -1.29 1.37 0.123
C 0.68 1.58 0.29 0.027
C 0.46 -1.33 -0.98 0.940
C 0.14 -1.82 0.23 0.610
N 0.31 2.76 0.11 -0.001
O -0.82 -1.81 2.42 0.151
O -1.65 -0.40 0.90 0.025
F 0.65 -3.03 0.55 0.083
H 0.54 1.11 1.27 -0.008
H 1.08 0.98 -0.47 -0.011
H 1.03 -2.04 -1.62 0.015
H 0.18 -0.38 -1.40 0.047
H -2.35 -0.23 1.54 -0.002
H 0.06 3.47 0.74 0.001
```



ORCA calculation (ωB97M-V/def2-TZVPD) on one molecule with the formula C4H6FNS.

Kohn-Sham gap ... 8.48 eV
E_HOMO ... -7.98 eV
Total energy ... -708.63879 Ha
LUMO energy ... 0.5 eV
Energy above the lowest of the compared OMol25 structures with the same formula, charge and spin ... 480.9 kJ/mol

Geometry as XYZ:
```
13
Properties=species:S:1:pos:R:3:nbo_charge:R:1
C 0.18 1.26 0.10 -0.488
N 0.53 -0.11 0.12 -0.437
C 1.64 -0.53 0.06 0.051
S 3.24 0.16 -0.05 -0.282
C -0.52 -0.95 0.15 -0.121
C -1.82 -0.51 -0.06 0.227
F -2.15 0.65 -0.03 -0.272
H 1.12 1.82 -0.54 0.265
H -0.90 1.42 -0.56 0.256
H -0.03 1.60 1.23 0.227
H 1.55 -1.69 -0.08 0.172
H -0.24 -2.00 0.13 0.227
H -2.60 -1.12 -0.46 0.175
```



Q: The lowest total energy belongs to which entry?
A: C4H6F6NO5S2Sn



Repeat the eleventh record exactly.
ORCA calculation (ωB97M-V/def2-TZVPD) on a 2-piece molecular cluster, C4H6FNO2 overall.

Kohn-Sham gap (alpha / beta) ... 7.50 / 6.31 eV
Spin multiplicity ... 3
E_HOMO (alpha / beta) ... -6.77 / -9.50 eV
Total energy ... -460.90417 Ha
LUMO energy (alpha / beta) ... 0.7 / -3.2 eV
Energy above the lowest of the compared OMol25 structures with the same formula, charge and spin ... 0.0 kJ/mol

Geometry as XYZ:
```
14
Properties=species:S:1:pos:R:3:mulliken_spin:R:1
C -0.72 -1.29 1.37 0.123
C 0.68 1.58 0.29 0.027
C 0.46 -1.33 -0.98 0.940
C 0.14 -1.82 0.23 0.610
N 0.31 2.76 0.11 -0.001
O -0.82 -1.81 2.42 0.151
O -1.65 -0.40 0.90 0.025
F 0.65 -3.03 0.55 0.083
H 0.54 1.11 1.27 -0.008
H 1.08 0.98 -0.47 -0.011
H 1.03 -2.04 -1.62 0.015
H 0.18 -0.38 -1.40 0.047
H -2.35 -0.23 1.54 -0.002
H 0.06 3.47 0.74 0.001
```